w:
# C5H37NO13

13 unconnected molecules or ions with the total composition C5H37NO13 (the ωB97M-V functional and the def2-TZVPD basis, OMol25).

* spin multiplicity: 1
* E_HOMO: -10.46 eV
* gap between HOMO and LUMO: 10.588 eV

Positions of all 56 atoms, in Å:
C: 0.61420 0.39440 2.38407
C: 0.98155 -0.23288 1.04484
C: 0.79211 0.76222 -0.11198
C: -0.51914 0.51415 -0.86635
C: -0.38335 -0.57959 -1.92627
O: 0.78477 -0.40842 -2.72323
N: 2.41982 -0.63288 1.04514
H: 1.17865 1.28748 2.59627
H: -0.45167 0.66310 2.38107
H: 0.74701 -0.33925 3.18537
H: 0.37929 -1.15821 0.87214
H: 1.62166 0.69206 -0.81515
H: 0.81391 1.77803 0.25425
H: -1.27112 0.20369 -0.18311
H: -0.81997 1.47147 -1.33618
H: -1.17314 -0.53472 -2.68026
H: -0.37192 -1.57752 -1.47288
H: 1.57708 -0.84630 -2.22985
H: 2.57762 -1.38478 1.77636
H: 3.03981 0.12757 1.19652
H: 1.15048 2.41908 -3.86931
H: 0.94338 1.26136 -2.80842
O: 0.96216 2.26243 -2.95732
H: 2.64420 -1.13186 -0.03323
H: 3.36520 -1.85287 -1.64567
O: 2.52924 -1.64508 -1.23305
H: -2.94110 -2.47449 2.34676
H: -1.98161 -2.39804 1.17669
O: -2.44700 -1.84050 1.83200
H: -3.42948 -0.34401 1.81972
H: -4.44036 0.46029 0.97042
O: -4.00292 0.42197 1.84160
H: -3.38538 2.01941 1.74243
H: -2.03191 2.70885 1.49273
O: -2.97024 2.88517 1.52258
H: -0.28934 -3.61984 -0.04161
H: -1.63988 -3.96937 -0.67368
O: -1.26418 -3.61893 0.12687
H: 3.42991 2.59296 0.08557
H: 4.90595 2.24806 0.48412
O: 4.00615 2.19185 0.78006
H: 1.80110 -2.81268 -0.71471
H: 1.82939 -4.42349 -0.76807
O: 1.42508 -3.69365 -0.30881
H: 2.14200 2.86486 -1.89167
H: 2.51932 4.26443 -1.20596
O: 2.77539 3.34265 -1.29358
H: -4.58002 1.62649 -0.90560
H: -4.22652 0.16813 -1.31743
O: -4.81572 0.67549 -0.73728
H: -3.03135 3.28198 -1.47071
H: -3.61845 3.21506 -0.01333
O: -3.84757 3.17874 -0.99235
H: 1.65169 -3.61803 2.82596
H: 2.02614 -3.56058 1.25764
O: 2.29908 -3.28543 2.18587

---

x:
# C5H37NO13

14 unconnected molecules or ions with the total composition C5H37NO13 (the ωB97M-V functional and the def2-TZVPD basis, OMol25).

* spin multiplicity: 1
* E_HOMO: -7.90 eV
* gap between HOMO and LUMO: 7.888 eV

Positions of all 56 atoms, in Å:
C: 0.81598 -0.40866 0.99494
C: 1.39502 0.29447 -0.24761
N: 0.10277 2.67427 1.17379
C: 0.08833 2.48934 -0.19076
C: 0.69665 1.48147 -0.83908
C: -0.76552 3.51203 -0.91977
H: -0.01158 -1.05268 0.70895
H: 0.36530 0.27219 1.71771
H: 1.59591 -0.84370 1.61997
H: 2.44575 0.46444 -0.00767
H: 1.48960 -0.46598 -1.01789
H: -0.39932 3.42634 1.61249
H: 0.87245 2.27379 1.67492
H: 0.63002 1.50354 -1.91900
H: -1.57849 3.88309 -0.30210
H: -1.18290 3.09917 -1.83476
H: -0.08012 4.29876 -1.24425
H: -5.46497 -1.43453 -0.05625
H: -4.19451 -1.87003 -0.75470
O: -4.90942 -2.20983 -0.20376
H: 3.52756 0.03313 -3.22495
H: 2.76491 1.07274 -4.15858
O: 3.55493 0.54208 -4.04199
H: 1.56357 -3.70382 -2.11750
H: 0.86534 -2.39401 -2.03238
O: 1.11826 -3.16080 -1.45094
H: -1.89125 -1.84215 -1.50703
H: -2.27136 -0.62652 -2.33575
O: -1.78673 -1.46797 -2.40512
H: -0.52290 1.15920 3.74506
H: 0.17483 0.83087 5.05750
O: -0.43732 1.45884 4.65694
H: -0.27486 -1.06059 -3.01210
H: 0.97264 -1.01695 -4.07371
O: 0.69759 -1.13036 -3.15980
H: 2.75347 2.86124 -1.34290
H: 4.17386 2.49348 -1.85978
O: 3.48393 2.24170 -1.23112
H: -2.86325 0.91122 -0.77663
H: -3.67471 1.42203 0.30416
O: -3.79977 1.07859 -0.59391
H: -1.85586 -1.44664 1.18075
H: -3.45047 -1.52628 0.88664
O: -2.70336 -0.99251 1.19265
H: 3.46241 3.41918 1.84684
H: 3.99329 3.75051 0.43078
O: 3.34860 4.00705 1.09665
H: -1.91856 -3.75970 -0.31084
H: -0.44316 -3.26543 -0.74010
O: -1.24131 -3.08814 -0.19969
H: 0.48667 -2.92277 2.03737
H: 1.29750 -4.20366 2.31620
O: 0.51650 -3.71305 2.59500
H: -1.23169 -2.16095 4.27808
H: 0.07929 -2.95931 4.26606
O: -0.37957 -2.22775 4.71897

---

w is the most stable structure; the next one sits 2.510 eV above it.

---

w:
# C4H8NO3

A gas-phase ion, C4H8NO3 (charge -1) (the ωB97M-V functional and the def2-TZVPD basis, OMol25).

* spin multiplicity: 1
* E_HOMO: -4.37 eV
* total charge: -1
* gap between HOMO and LUMO: 8.331 eV

Positions of all 16 atoms, in Å:
C: 0.05730 -1.67412 -1.39415
N: -0.49300 -0.34785 -1.06429
C: -0.01205 0.06814 0.33155
C: -1.12578 0.97269 0.83036
O: -0.78546 1.59327 2.04859
C: 1.32672 0.79526 0.38181
O: 1.85303 0.89865 1.51125
O: 1.71306 1.10887 -0.71411
H: 0.00801 -2.18401 -2.33020
H: -0.35524 -2.45821 -0.83155
H: 1.17678 -1.92385 -1.16801
H: -0.15767 0.31192 -1.81859
H: 0.07555 -0.84887 0.98412
H: -1.47710 1.80830 0.15562
H: -2.02069 0.33997 1.03361
H: 0.21654 1.53985 2.04399

---

x:
# C4H8NO3

3 unconnected molecules or ions with the total composition C4H8NO3 (the ωB97M-V functional and the def2-TZVPD basis, OMol25).

* spin multiplicity: 1
* E_HOMO: -4.16 eV
* total charge: -1
* gap between HOMO and LUMO: 4.190 eV

Positions of all 16 atoms, in Å:
C: -2.57501 -0.24487 -1.05669
O: -2.81339 -1.44594 -0.62602
C: -1.20855 0.24252 -0.40496
C: 1.91156 -0.30236 1.37223
C: 3.28506 -0.45116 1.04976
O: -1.77747 2.74347 0.12586
O: 3.76704 -1.22701 0.21888
N: -0.16193 -0.22596 -0.73480
H: -2.48360 -0.20384 -2.14699
H: -3.32489 0.50202 -0.72073
H: -1.27544 1.25933 0.14475
H: 1.18203 -1.00876 1.02825
H: 1.69784 0.37040 2.18153
H: 3.96527 0.31836 1.47701
H: 0.68510 0.11488 -0.17275
H: -2.33571 3.31290 -0.41348

---

y:
# C4H8NO3

A gas-phase ion, C4H8NO3 (charge -1) (the ωB97M-V functional and the def2-TZVPD basis, OMol25).

* spin multiplicity: 1
* E_HOMO: -4.11 eV
* total charge: -1
* gap between HOMO and LUMO: 8.078 eV

Positions of all 16 atoms, in Å:
C: 0.07959 -0.63165 1.58153
C: -0.28812 -0.94636 0.13391
O: -1.70710 -1.30519 0.13468
C: -0.05057 0.18685 -0.82964
N: -0.81858 1.36520 -0.44843
C: 1.48785 0.50077 -0.93799
O: 1.89016 1.38284 -0.15059
O: 2.11417 -0.19470 -1.76403
H: 0.81218 0.18434 1.64654
H: 0.61114 -1.44183 2.09838
H: -0.78835 -0.25766 2.12930
H: 0.22602 -1.85391 -0.16513
H: -2.12753 -0.66454 -0.44533
H: -0.32215 -0.14415 -1.83190
H: -0.16456 1.89727 0.13099
H: -0.95414 1.92272 -1.28228

---

z:
# C4H8NO3

2 unconnected molecules or ions with the total composition C4H8NO3 (the ωB97M-V functional and the def2-TZVPD basis, OMol25).

* spin multiplicity: 1
* E_HOMO: -4.53 eV
* total charge: -1
* gap between HOMO and LUMO: 8.383 eV

Positions of all 16 atoms, in Å:
C: -2.39449 -0.81270 -0.43695
C: -2.09003 0.62451 -0.15804
O: -2.94300 1.50487 -0.33812
N: -0.82423 0.97627 0.11664
H: -0.66662 1.93771 0.35540
H: -0.11027 0.28528 0.34399
H: -1.48203 -1.30778 -0.77441
H: -3.08690 -0.90789 -1.23617
H: -2.76767 -1.31674 0.45321
C: 2.62579 0.21498 -0.24578
C: 1.96554 -0.67453 0.82825
O: 0.87415 -1.25840 0.58065
O: 2.57203 -0.67272 1.92084
H: 3.67116 0.28635 -0.00133
H: 2.19379 1.21500 -0.13287
H: 2.46279 -0.09421 -1.27531

---

z is the most stable structure; the next one sits 0.955 eV above it.

---

w:
# C4H8NO3

2 unconnected molecules or ions with the total composition C4H8NO3 (the ωB97M-V functional and the def2-TZVPD basis, OMol25).

* spin multiplicity: 1
* E_HOMO: -4.21 eV
* total charge: -1
* gap between HOMO and LUMO: 7.759 eV

Positions of all 16 atoms, in Å:
C: -2.05930 1.51920 0.56049
C: -1.16744 0.97780 1.68976
O: -1.71619 0.56931 2.69155
N: 0.19519 0.83896 1.49875
H: -2.67785 0.59329 0.40701
H: -1.59786 1.77865 -0.42254
H: 0.60608 0.47324 2.33328
H: 0.72841 0.91895 0.71355
H: -2.78029 2.33758 0.68680
C: 1.43716 -1.87910 -0.96297
C: 1.65324 -0.74784 -2.04970
O: 1.31442 0.41142 -1.75044
O: 1.81668 -1.24455 -3.20717
H: 1.90739 -2.75541 -1.49208
H: 0.48474 -2.17372 -0.76914
H: 1.85563 -1.61778 0.07284

---

x:
# C4H8NO3

2 unconnected molecules or ions with the total composition C4H8NO3 (the ωB97M-V functional and the def2-TZVPD basis, OMol25).

* spin multiplicity: 1
* E_HOMO: -4.41 eV
* total charge: -1
* gap between HOMO and LUMO: 7.908 eV

Positions of all 16 atoms, in Å:
C: -2.40693 -0.82630 0.04978
C: -2.04463 -1.18817 -1.45585
O: -3.03108 -1.15116 -2.20105
O: -0.81046 -1.31850 -1.69043
H: -2.00564 -1.46573 0.84038
H: -3.47351 -0.73390 0.25974
H: -1.92263 0.11192 0.30167
C: 2.55102 1.44288 0.75727
C: 1.49406 0.35584 0.89648
O: 1.29667 -0.24654 1.94404
N: 0.77697 0.10598 -0.21624
H: 2.07690 2.40738 0.93265
H: 3.00744 1.49302 -0.24257
H: 0.22902 -0.76842 -0.40558
H: 0.82614 0.61064 -1.08950
H: 3.43666 1.17107 1.31922

---

y:
# C4H8NO3

2 unconnected molecules or ions with the total composition C4H8NO3 (the ωB97M-V functional and the def2-TZVPD basis, OMol25).

* spin multiplicity: 1
* E_HOMO: -4.35 eV
* total charge: -1
* gap between HOMO and LUMO: 8.051 eV

Positions of all 16 atoms, in Å:
C: 1.45105 1.51006 -0.16918
C: 0.31322 2.50043 -0.32625
O: 0.49264 3.71066 -0.27468
N: -0.90408 1.94535 -0.47927
H: 1.15814 0.55237 -0.58094
H: 1.59511 1.40709 0.90668
H: -1.70972 2.55009 -0.50370
H: -1.00829 0.94180 -0.44201
H: 2.34575 1.93198 -0.60263
C: -0.79916 -2.69323 -0.19591
C: -0.20824 -2.09960 1.11242
O: -0.24287 -2.86746 2.09637
O: 0.24516 -0.93000 1.04789
H: -0.03073 -2.75388 -0.97689
H: -1.53307 -2.01391 -0.64507
H: -1.16490 -3.69176 0.03315

---

z:
# C4H8NO3

2 unconnected molecules or ions with the total composition C4H8NO3 (the ωB97M-V functional and the def2-TZVPD basis, OMol25).

* spin multiplicity: 1
* E_HOMO: -4.12 eV
* total charge: -1
* gap between HOMO and LUMO: 7.650 eV

Positions of all 16 atoms, in Å:
C: 1.20640 0.36562 2.89437
C: 1.46445 0.85434 1.51891
O: 2.36712 1.54217 1.08040
N: 0.49474 0.37543 0.64980
H: 2.13236 0.39762 3.47437
H: 0.81101 -0.68329 2.89451
H: 0.84057 0.18988 -0.27665
H: -0.35654 -0.13798 0.82610
H: 0.35433 0.55599 3.55237
C: -0.24076 -1.44238 -2.05509
C: -1.48905 -0.66261 -1.54906
O: -1.71262 -0.27077 -0.37257
O: -2.31340 -0.43540 -2.47782
H: -0.52538 -2.48166 -2.13602
H: 0.80796 -1.32977 -1.69996
H: -0.15905 -0.98302 -3.03225

---

y is the most stable structure; the next one sits 0.310 eV above it.

---

w:
# C4H8NO3

2 unconnected molecules or ions with the total composition C4H8NO3 (the ωB97M-V functional and the def2-TZVPD basis, OMol25).

* spin multiplicity: 1
* E_HOMO: -3.46 eV
* total charge: -1
* gap between HOMO and LUMO: 6.804 eV

Positions of all 16 atoms, in Å:
C: -0.93262 -2.32993 0.69222
C: 0.61487 -2.29810 0.15252
O: 0.87638 -1.16648 -0.28181
O: 1.05817 -3.45389 0.28999
H: -0.91520 -1.88468 1.69315
H: -1.27729 -3.26836 0.66340
H: -1.33287 -1.62949 0.01371
C: -1.63361 2.43627 0.11463
C: -0.23528 2.31381 -0.38760
O: 0.14510 2.43946 -1.55099
N: 0.71244 1.91422 0.55637
H: 1.18496 1.09734 0.28876
H: 0.51637 1.94039 1.52238
H: -1.89681 2.35766 1.25894
H: -2.36222 1.52951 -0.15928
H: -2.42138 3.17316 -0.26380

---

x:
# C4H8NO3

A gas-phase ion, C4H8NO3 (charge -1) (the ωB97M-V functional and the def2-TZVPD basis, OMol25).

* spin multiplicity: 1
* E_HOMO: -4.51 eV
* total charge: -1
* gap between HOMO and LUMO: 8.478 eV

Positions of all 16 atoms, in Å:
O: -0.16689 -1.46000 1.53432
C: 0.04493 -0.36509 2.09814
O: -0.28121 0.12388 3.17576
N: 1.13127 0.50405 1.43810
C: 1.13183 0.27866 -0.03635
C: -0.20975 0.81103 -0.76697
C: -1.09480 -0.32091 -1.39942
O: -0.33802 -1.52695 -1.31826
H: 0.83341 1.47186 1.60985
H: 1.35055 -0.77037 -0.14522
H: 1.90292 0.82606 -0.62575
H: -0.87181 1.54958 -0.31673
H: 0.23595 1.42145 -1.57376
H: -1.27136 -0.19238 -2.46724
H: -1.95199 -0.68963 -0.83937
H: -0.44505 -1.66123 -0.36710

---

y:
# C4H8NO3

A gas-phase ion, C4H8NO3 (charge -1) (the ωB97M-V functional and the def2-TZVPD basis, OMol25).

* spin multiplicity: 1
* E_HOMO: -3.80 eV
* total charge: -1
* gap between HOMO and LUMO: 7.649 eV

Positions of all 16 atoms, in Å:
N: -0.03336 -0.90570 1.23747
C: 0.44250 -0.15589 0.08229
C: -0.58367 0.92120 -0.32453
C: -0.51518 2.03806 0.72385
O: -1.33177 1.74315 1.83907
C: 0.72128 -1.14063 -1.11839
O: -0.18089 -1.18104 -1.99040
O: 1.80305 -1.73810 -1.02945
H: -0.92461 -1.35393 0.99286
H: 0.58659 -1.64713 1.51550
H: 1.34666 0.40002 0.39572
H: -1.54962 0.49467 -0.54543
H: -0.36559 1.46467 -1.25022
H: -0.87260 3.03900 0.37193
H: 0.50340 2.29844 0.88367
H: -1.16021 0.82354 2.16646

---

y is the most stable structure; the next one sits 0.495 eV above it.